(1)
{
  "formula": "C37H27F15N6O2Ti",
  "method": "ωB97M-V with the def2-TZVPD basis set",
  "homo_lumo_gap_ha": 0.30518,
  "relative_energy_kcal_mol": 0.0,
  "homo_energy_ev": -8.6,
  "charge": 0,
  "energy_ha": -4252.63063,
  "symbols": ["Ti", "C", "N", "C", "C", "N", "C", "C", "F", "C", "F", "C", "F", "C", "F", "C", "F", "C", "C", "N", "C", "C", "F", "C", "F", "C", "F", "C", "F", "C", "F", "H", "H", "H", "H", "H", "H", "H", "H", "H", "H", "H", "C", "C", "C", "C", "N", "C", "C", "C", "C", "C", "C", "C", "H", "H", "H", "H", "H", "H", "H", "H", "F", "C", "F", "C", "F", "F", "F", "O", "C", "N", "C", "O", "C", "C", "C", "C", "N", "C", "H", "H", "H", "H", "H", "H", "H", "H"],
  "coordinates": [[0.451, 0.398, -0.131], [4.898, 1.013, 1.046], [3.693, 0.197, 0.996], [3.847, -0.953, 0.103], [2.767, -0.995, -0.982], [1.403, -1.314, -0.528], [1.085, -2.686, -0.594], [1.522, -3.655, 0.317], [2.369, -3.345, 1.312], [1.106, -4.976, 0.286], [1.555, -5.835, 1.202], [0.217, -5.404, -0.677], [-0.209, -6.665, -0.698], [-0.216, -4.494, -1.620], [-1.087, -4.876, -2.562], [0.236, -3.188, -1.589], [-0.210, -2.387, -2.550], [3.231, -0.109, 2.343], [1.761, -0.505, 2.416], [0.842, 0.447, 1.783], [0.417, 1.470, 2.655], [1.119, 2.649, 2.890], [2.336, 2.842, 2.362], [0.592, 3.681, 3.650], [1.280, 4.813, 3.813], [-0.651, 3.543, 4.236], [-1.168, 4.534, 4.960], [-1.351, 2.361, 4.076], [-2.544, 2.213, 4.652], [-0.805, 1.346, 3.317], [-1.501, 0.209, 3.194], [5.736, 0.504, 1.545], [4.691, 1.941, 1.581], [5.219, 1.270, 0.035], [3.876, -1.889, 0.664], [4.808, -0.873, -0.412], [3.062, -1.692, -1.773], [2.749, -0.012, -1.468], [3.398, 0.780, 2.953], [3.823, -0.923, 2.797], [1.495, -0.635, 3.472], [1.634, -1.465, 1.932], [2.969, 4.023, -0.695], [2.059, 5.062, -0.577], [0.744, 4.773, -0.280], [0.348, 3.449, -0.101], [1.236, 2.450, -0.235], [2.510, 2.738, -0.524], [-1.018, 3.036, 0.257], [-1.965, 3.991, 0.620], [-3.238, 3.611, 1.003], [-3.556, 2.264, 1.022], [-2.603, 1.318, 0.664], [-1.306, 1.655, 0.269], [4.010, 4.196, -0.926], [2.372, 6.088, -0.719], [0.021, 5.569, -0.199], [3.172, 1.894, -0.605], [-1.716, 5.044, 0.624], [-3.968, 4.357, 1.290], [-4.544, 1.944, 1.328], [-2.909, 0.284, 0.744], [1.665, 1.605, -2.751], [0.368, 1.131, -2.446], [-0.438, 2.249, -2.564], [0.077, 0.351, -3.739], [0.133, 1.135, -4.826], [0.979, -0.626, -3.918], [-1.151, -0.204, -3.732], [-4.299, -3.142, -5.045], [-4.958, -3.661, -3.921], [-4.175, -3.561, -2.702], [-3.913, -2.310, -2.227], [-4.382, -1.304, -2.724], [-2.997, -2.243, -1.045], [-3.032, -3.148, 0.003], [-2.157, -2.973, 1.066], [-1.242, -1.942, 1.006], [-1.185, -1.084, -0.022], [-2.080, -1.202, -1.000], [-4.257, -2.183, -4.932], [-5.145, -4.714, -4.119], [-5.904, -3.146, -3.747], [-3.492, -4.279, -2.516], [-3.749, -3.960, 0.002], [-2.172, -3.630, 1.924], [-0.524, -1.776, 1.797], [-2.061, -0.462, -1.786]],
  "lowdin_charge": [1.104, -0.096, -0.215, -0.164, -0.181, -0.106, -0.164, -0.136, 0.087, -0.139, 0.128, -0.142, 0.135, -0.137, 0.121, -0.152, 0.118, -0.175, -0.192, -0.109, -0.172, -0.141, 0.106, -0.135, 0.124, -0.137, 0.132, -0.137, 0.128, -0.151, 0.112, 0.094, 0.081, 0.085, 0.110, 0.121, 0.134, 0.092, 0.110, 0.130, 0.134, 0.068, -0.032, -0.031, 0.015, -0.217, 0.021, -0.122, -0.193, -0.027, -0.074, -0.068, -0.102, -0.116, 0.112, 0.114, 0.108, 0.084, 0.103, 0.105, 0.107, 0.087, -0.030, -0.307, 0.020, -0.596, 0.150, 0.132, 0.121, -0.026, -0.250, 0.100, -0.434, 0.098, -0.094, 0.016, -0.011, -0.102, -0.024, -0.062, 0.085, 0.128, 0.129, 0.125, 0.128, 0.119, 0.111, 0.125]
}

---

(2)
{
  "formula": "C3H8N",
  "method": "ωB97M-V with the def2-TZVPD basis set",
  "homo_lumo_gap_ha": 0.41845,
  "relative_energy_kcal_mol": 5.4,
  "homo_energy_ev": -15.2,
  "smiles": "C=C(C)[NH3+]",
  "charge": 1,
  "energy_ha": -173.57418,
  "symbols": ["C", "C", "C", "N", "H", "H", "H", "H", "H", "H", "H", "H"],
  "coordinates": [[-0.273, 0.961, 1.096], [0.198, -0.033, 0.085], [1.386, -0.165, -0.462], [-0.938, -0.721, -0.637], [-0.111, 1.990, 0.790], [-1.325, 0.873, 1.402], [0.296, 0.824, 2.004], [1.628, -0.739, -1.343], [2.315, 0.160, -0.013], [-1.673, -0.117, -1.013], [-1.382, -1.321, 0.060], [-0.600, -1.301, -1.408]],
  "lowdin_charge": [-0.026, -0.317, 0.116, 0.227, 0.101, 0.094, 0.096, 0.086, 0.100, 0.180, 0.177, 0.169]
}

---

(3)
{
  "formula": "C7H10N2O2PS",
  "method": "ωB97M-V with the def2-TZVPD basis set",
  "homo_lumo_gap_ha": 0.28961,
  "homo_energy_ev": -4.7,
  "smiles": "C[C@H](C#N)[C@H]([C@@H](C)C#N)[P@]([O-])(O)=S",
  "charge": -1,
  "energy_ha": -1272.37041,
  "symbols": ["C", "C", "C", "C", "C", "C", "C", "N", "N", "O", "O", "P", "S", "H", "H", "H", "H", "H", "H", "H", "H", "H", "H"],
  "coordinates": [[-0.581, -1.668, 1.028], [-0.065, 2.507, 0.160], [0.456, -2.228, -1.078], [-2.165, 1.337, 0.200], [-0.529, -1.285, -0.338], [-0.650, 1.195, 0.424], [0.008, 0.097, -0.438], [-0.847, -2.104, 2.064], [0.160, 3.588, -0.061], [1.828, -0.907, 1.564], [2.209, 1.349, 0.826], [1.934, -0.141, 0.282], [3.302, -0.597, -1.090], [1.410, -2.206, -0.485], [-0.040, -3.154, -0.855], [0.671, -2.011, -2.100], [-2.540, 1.746, -0.787], [-2.594, 0.466, 0.455], [-2.469, 2.124, 0.912], [-1.464, -1.349, -0.710], [-0.222, 0.898, 1.399], [0.031, 0.389, -1.460], [2.159, 1.955, 0.087]],
  "lowdin_charge": [-0.270, -0.261, -0.088, -0.037, -0.400, -0.339, -0.271, 0.174, 0.165, -0.384, -0.258, 0.082, 0.120, 0.015, 0.075, 0.067, 0.113, 0.024, 0.089, 0.106, 0.145, 0.109, 0.023]
}

---

(4)
{
  "formula": "C17H26NO2",
  "method": "ωB97M-V with the def2-TZVPD basis set",
  "homo_lumo_gap_ha": 0.28998,
  "relative_energy_kcal_mol": 390.4,
  "homo_energy_ev": -10.5,
  "charge": 1,
  "energy_ha": -867.75649,
  "symbols": ["C", "C", "C", "N", "H", "C", "H", "H", "C", "O", "C", "C", "C", "C", "C", "C", "H", "H", "O", "C", "C", "H", "H", "H", "C", "H", "H", "H", "H", "H", "H", "H", "H", "C", "C", "C", "H", "H", "H", "H", "H", "H", "H", "H", "H", "H"],
  "coordinates": [[-4.382, -0.945, 2.762], [-3.432, -0.714, 3.662], [-2.089, -0.817, 3.209], [-1.207, 0.450, 3.560], [-1.363, 0.804, 4.516], [0.394, 0.248, 3.431], [0.829, -0.419, 4.306], [0.648, 1.357, 3.432], [0.748, -0.370, 2.085], [0.251, 0.241, 1.094], [0.594, -0.248, -0.313], [0.165, 0.647, -1.425], [0.760, 0.558, -2.529], [1.518, -0.711, -2.814], [2.031, -1.274, -1.788], [1.746, -1.250, -0.466], [2.181, -1.717, 0.441], [2.866, -2.225, -1.937], [1.936, -0.952, -3.978], [1.691, -0.431, -5.214], [0.308, -0.757, -5.755], [0.040, -0.503, -6.669], [0.330, -1.995, -5.928], [-0.393, -0.882, -4.938], [2.527, -0.436, -6.373], [3.662, -0.179, -5.824], [2.663, 0.019, -7.121], [2.691, -1.677, -6.443], [1.718, 0.686, -5.047], [0.306, 0.940, -3.294], [-0.584, 1.401, -1.113], [1.865, -0.232, 2.107], [0.489, -1.532, 2.200], [-1.568, 1.674, 2.771], [-1.359, 2.913, 3.471], [-1.170, 2.939, 4.711], [-0.963, 4.198, 5.092], [-0.650, 2.021, 5.473], [-1.692, 3.715, 2.852], [-2.777, 1.328, 2.487], [-1.084, 1.512, 1.934], [-1.380, -1.946, 3.510], [-1.777, -0.947, 1.948], [-3.398, -0.568, 4.584], [-5.451, -0.834, 2.899], [-4.263, -0.974, 1.789]],
  "lowdin_charge": [0.102, -0.171, -0.148, -0.101, 0.101, -0.032, 0.177, 0.139, -0.415, -0.128, -0.029, -0.040, 0.004, -0.314, -0.093, 0.022, 0.113, 0.206, 0.057, -0.531, -0.014, 0.027, 0.157, 0.073, -0.023, 0.173, -0.045, 0.167, 0.158, 0.064, 0.136, 0.150, 0.160, -0.159, -0.228, -0.019, 0.180, 0.167, 0.123, 0.218, 0.045, 0.220, 0.201, 0.040, 0.088, 0.023]
}

---

(5)
{
  "formula": "C3H6N2O2",
  "method": "ωB97M-V with the def2-TZVPD basis set",
  "homo_lumo_gap_ha": 0.39426,
  "relative_energy_kcal_mol": 69.0,
  "homo_energy_ev": -10.1,
  "charge": 0,
  "energy_ha": -377.84934,
  "symbols": ["C", "N", "C", "C", "O", "N", "O", "H", "H", "H", "H", "H", "H"],
  "coordinates": [[1.713, -0.282, 0.757], [-0.407, -0.053, -0.371], [-1.669, 0.177, -0.562], [0.320, 0.290, 0.782], [-1.519, -0.790, -2.132], [-0.214, 1.003, 1.683], [-2.685, 0.703, -0.352], [-1.692, -0.238, -2.905], [-0.464, -0.692, -1.581], [0.428, 1.173, 2.454], [2.266, -0.003, 1.652], [1.670, -1.371, 0.693], [2.253, 0.084, -0.119]],
  "lowdin_charge": [-0.030, 0.055, -0.348, -0.464, -0.086, 0.153, 0.206, 0.075, 0.150, 0.052, 0.074, 0.082, 0.081]
}

---

(6)
{
  "formula": "C4H11NO2",
  "method": "ωB97M-V with the def2-TZVPD basis set",
  "homo_lumo_gap_ha": 0.33501,
  "relative_energy_kcal_mol": 84.0,
  "homo_energy_ev": -8.3,
  "smiles": "C=N/C=C/C.O.O",
  "charge": 0,
  "energy_ha": -364.13426,
  "symbols": ["C", "C", "C", "N", "C", "H", "H", "H", "H", "H", "H", "H", "H", "H", "O", "H", "H", "O"],
  "coordinates": [[-2.177, -1.037, -1.571], [-1.606, -1.854, -0.379], [-0.286, -2.178, -0.284], [0.340, -2.503, 0.993], [0.597, -1.526, 1.834], [-1.617, -1.027, -2.524], [-2.991, -1.761, -1.866], [-2.427, -0.008, -1.289], [-2.388, -2.127, 0.315], [0.394, -2.385, -1.057], [1.330, -1.638, 2.673], [0.226, -0.482, 1.644], [-1.432, 3.555, -2.840], [-2.968, 3.571, -2.213], [-2.043, 3.304, -2.069], [5.274, 3.132, 2.553], [4.882, 3.840, 1.268], [4.563, 3.249, 1.918]],
  "lowdin_charge": [-0.116, -0.147, -0.170, -0.048, -0.047, 0.066, 0.073, 0.064, 0.091, 0.087, 0.069, 0.077, 0.075, 0.034, -0.108, 0.034, 0.006, -0.040]
}

---

(7)
{
  "formula": "C3H10NS",
  "method": "ωB97M-V with the def2-TZVPD basis set",
  "homo_lumo_gap_ha": 0.23140,
  "relative_energy_kcal_mol": 126.1,
  "homo_energy_ev": -15.3,
  "charge": 1,
  "energy_ha": -572.79828,
  "symbols": ["C", "C", "C", "S", "N", "H", "H", "H", "H", "H", "H", "H", "H", "H", "H"],
  "coordinates": [[0.504, -1.397, -0.893], [1.137, -0.102, -1.379], [0.165, 1.054, -0.999], [-0.142, 0.946, 0.703], [0.802, -1.569, 0.504], [0.869, -2.258, -1.416], [-0.572, -1.280, -1.088], [2.058, 0.060, -0.819], [1.249, -0.171, -2.452], [0.621, 1.986, -1.305], [-0.776, 0.984, -1.549], [-3.284, 2.277, 4.658], [0.366, -2.412, 0.843], [0.540, -0.789, 1.054], [-3.535, 2.672, 4.139]],
  "lowdin_charge": [-0.270, -0.186, -0.532, 1.059, 0.114, 0.144, 0.136, 0.129, 0.139, 0.114, 0.090, 0.003, 0.127, -0.067, 0.001]
}